Density functional theory data (ωB97M-V/def2-TZVPD) for C6H9N3O in the gas phase.

Summary:
- Gap between HOMO and LUMO: 8.1 eV
- Structure (SMILES): Cc1cc(N)[nH]c1C(N)=O

```
19
Properties=species:S:1:pos:R:3:forces:R:3:lowdin_charge:R:1
C 0.7105 -2.2060 0.0651 0.24 -0.12 0.41 -0.053
C -0.0606 -0.9252 0.1736 0.18 0.88 0.07 -0.240
C -1.4742 -0.8220 0.1188 -0.40 0.45 -0.29 -0.008
C -1.7949 0.5347 0.0422 0.40 -1.05 -0.20 -0.370
N -3.0181 1.1510 -0.1262 -0.51 0.38 -0.13 0.106
N -0.6394 1.2336 0.0443 0.27 0.44 0.86 0.135
C 0.4367 0.3771 0.2402 -0.64 -2.09 -0.24 -0.175
C 1.7782 0.9271 0.3287 -0.06 4.55 0.05 -0.474
N 2.6714 0.6861 -0.6580 1.55 0.88 -0.72 0.129
O 2.0037 2.0128 0.9235 -1.27 -1.61 0.03 0.002
H 0.0307 -3.0639 0.1294 0.18 0.18 0.00 0.074
H 1.2469 -2.2818 -0.8935 -0.17 0.08 0.22 0.078
H 1.4494 -2.3078 0.8750 -0.16 -0.03 -0.24 0.081
H -2.1817 -1.6448 0.0426 0.20 0.26 0.12 0.106
H -3.0582 2.1282 0.1389 0.02 -0.29 0.06 0.091
H -3.8024 0.6303 0.2440 0.21 0.10 -0.10 0.094
H -0.5289 2.2144 -0.1792 -0.07 -0.21 0.42 0.169
H 3.0038 -0.2638 -0.7440 0.44 0.34 -0.67 0.091
H 3.2274 1.6199 -0.7652 -0.41 -3.15 0.35 0.165
```
Forces are in eV/Å.

***

Density functional theory data (ωB97M-V/def2-TZVPD) for C6H9N3O in the gas phase.

Summary:
- Gap between HOMO and LUMO: 9.0 eV
- Structure (SMILES): CC(=O)Nc1nccn1C

```
19
Properties=species:S:1:pos:R:3:forces:R:3:lowdin_charge:R:1
C -3.1272 -0.5612 -0.1518 0.39 1.79 -1.04 0.018
C -1.7785 -0.2361 0.3996 1.16 -4.36 -5.92 -0.522
O -1.5300 0.3619 1.3488 0.68 2.95 4.26 0.154
N -0.7313 -0.8170 -0.3937 -0.38 2.12 2.09 0.144
C 0.5875 -0.7272 -0.0617 4.81 -1.31 1.34 -0.355
N 1.4430 -1.7975 0.1876 -0.53 3.64 -0.49 0.088
C 2.7002 -1.1653 0.3747 -0.64 -1.68 0.68 -0.180
C 2.6294 0.2172 0.2616 2.52 0.11 1.12 -0.132
N 1.3106 0.4462 -0.0147 -2.30 1.89 -0.61 -0.096
C 0.7315 1.8505 -0.2322 4.64 -2.60 -5.99 0.025
H -3.4430 -1.5345 -0.0199 -0.21 -2.29 0.34 0.064
H -3.3702 -0.2658 -1.1903 0.63 0.00 0.52 0.106
H -3.6596 0.0248 0.5095 -2.14 1.23 1.05 0.058
H -0.8498 -1.3987 -1.1463 -1.21 -1.57 -1.89 0.109
H 3.4926 -1.8798 0.7455 -0.66 1.46 -0.78 0.102
H 3.5341 1.0682 0.5095 -3.27 -2.59 -0.95 0.179
H 1.7274 2.3697 -0.6078 -2.42 -0.28 1.13 0.123
H 0.0224 1.8801 -1.1164 0.75 -0.34 1.16 0.105
H 0.3111 2.1646 0.5980 -1.81 1.85 3.98 0.011
```
Forces are in eV/Å.

***

Density functional theory data (ωB97M-V/def2-TZVPD) for C6H9N3OS in the gas phase.

Summary:
- Gap between HOMO and LUMO: 7.7 eV

```
20
Properties=species:S:1:pos:R:3:forces:R:3:lowdin_charge:R:1
C 1.7444 0.3002 -0.1998 0.08 0.99 -0.22 -0.031
C -1.8061 -1.2247 -0.4329 -0.03 0.44 -0.27 -0.156
C 0.5355 1.1229 -0.5674 0.04 -0.21 -0.04 -0.219
C -0.5068 1.3287 0.5567 0.11 0.02 0.00 -0.242
C -1.9451 1.3749 0.0473 -0.11 -0.34 0.22 -0.307
C 2.7712 -1.8007 0.2122 0.49 -0.59 0.11 -0.058
N -0.6686 -1.3882 -0.1009 0.16 0.39 -0.70 -0.101
N 0.4513 -1.7903 0.1336 0.10 -1.55 1.07 0.102
N 1.6083 -0.9533 0.0187 -0.28 0.41 -0.28 -0.205
O -4.1480 -0.0410 -0.4103 -0.76 0.01 -0.29 -0.519
S -2.9574 -0.1605 0.4146 0.74 0.66 0.22 0.892
H 0.8939 2.1051 -0.8903 -0.12 -0.18 0.00 0.096
H 0.0630 0.6533 -1.4363 -0.01 0.09 -0.03 0.103
H -0.4172 0.5522 1.3210 0.04 0.05 0.10 0.101
H -0.2733 2.2688 1.0581 -0.06 -0.09 0.07 0.113
H -2.5185 2.1591 0.5433 -0.12 -0.13 0.01 0.087
H -2.0049 1.5383 -1.0290 -0.14 -0.10 0.01 0.096
H 2.4606 -2.7153 0.7125 0.05 0.03 0.00 0.077
H 3.2034 -2.0523 -0.7583 -0.06 0.01 0.10 0.088
H 3.5143 -1.2774 0.8074 -0.13 0.07 -0.08 0.083
```
Forces are in eV/Å.

***

Density functional theory data (ωB97M-V/def2-TZVPD) for a gas-phase ion, C6H9N4O2 (charge -1).

Summary:
- Gap between HOMO and LUMO: 8.1 eV
- Structure (SMILES): C[C@](NN)(C(=O)[O-])c1ncc[nH]1
- Charge: -1

```
21
Properties=species:S:1:pos:R:3:forces:R:3:lowdin_charge:R:1
C 0.3575 -1.4721 -1.2473 -0.57 3.72 -0.69 -0.062
C 0.7075 -0.5308 -0.0670 1.72 0.43 0.65 -0.253
N 1.8026 0.6718 -0.6109 -1.31 -3.58 3.13 -0.073
N 1.1950 1.2658 -1.6495 -3.06 3.53 -0.84 -0.112
C 1.3534 -1.3503 1.2132 1.14 0.00 -3.59 -0.662
O 1.0379 -0.9626 2.3221 -0.41 0.32 2.09 -0.029
O 2.1583 -2.2331 0.8408 -0.39 0.21 0.40 -0.060
C -0.4768 0.2360 0.3693 -0.74 0.16 1.30 -0.330
N -1.5211 0.3823 -0.4055 -1.29 0.81 0.30 0.065
C -2.4644 1.0371 0.3540 -1.25 -0.11 1.25 -0.158
C -1.9878 1.2418 1.6848 -0.17 -1.59 -5.56 -0.111
N -0.7271 0.7862 1.6377 1.42 -1.08 -1.26 0.098
H -0.2470 -2.2503 -0.8859 -1.25 -0.88 0.19 0.062
H -0.1361 -0.8096 -2.1008 0.66 -1.89 1.78 0.094
H 1.2440 -1.9060 -1.5928 1.48 -0.65 -0.56 0.044
H 2.5506 0.0906 -0.9403 0.60 -0.21 -0.18 0.077
H 0.9549 0.6632 -2.4292 -0.22 -0.25 0.10 0.038
H 0.2438 1.6410 -1.2086 2.52 -0.80 -1.85 0.118
H -3.5365 1.1689 -0.0111 1.80 0.12 0.45 0.093
H -2.3565 1.9073 2.3393 -1.21 1.69 2.70 0.049
H -0.1524 0.4227 2.3876 0.51 0.04 0.19 0.114
```
Forces are in eV/Å.

***

Density functional theory data (ωB97M-V/def2-TZVPD) for a gas-phase ion, C6H9N4S (charge +1).

Summary:
- Gap between HOMO and LUMO: 7.9 eV
- Charge: +1

```
20
Properties=species:S:1:pos:R:3:forces:R:3:lowdin_charge:R:1
C 1.6178 1.8513 0.8352 -0.34 3.01 1.23 -0.164
C -1.7184 -0.0714 0.3407 -0.87 1.18 0.72 -0.083
C 0.1923 -0.8800 -0.6221 1.54 1.67 1.75 -0.452
C 1.1363 -0.2757 0.7630 -2.29 -0.20 -2.13 -0.169
C 0.2226 0.3595 1.8453 -0.27 1.61 3.09 -0.209
C -0.4415 -1.7471 -3.1075 1.97 0.48 -3.62 -0.342
N 1.9978 0.7581 0.3358 0.87 0.34 -1.54 0.072
N -1.0853 -0.6780 -0.6400 -1.00 -0.48 -0.53 0.032
N 0.5892 1.7746 1.7818 1.71 -1.72 -3.66 0.052
N -1.1857 0.3608 1.4805 -1.80 -0.94 -0.87 0.115
S 0.9664 -1.5167 -1.9964 0.07 0.27 0.33 1.046
H 1.9730 2.9662 0.6669 -0.15 -2.76 -0.02 0.181
H -2.8313 0.2045 0.1596 2.01 -0.64 0.49 0.186
H 1.6173 -1.1570 1.0236 1.10 -1.42 0.95 0.108
H 0.3910 0.1480 3.0143 -0.63 -0.81 -2.78 0.209
H -0.6961 -0.8907 -3.7949 0.09 -0.25 1.60 0.085
H -1.1892 -2.1700 -2.5673 -2.53 -0.64 1.47 -0.009
H -0.2279 -2.4947 -3.9197 0.65 0.25 1.13 0.074
H 0.4979 2.4968 2.4116 -0.53 1.23 1.99 0.106
H -1.8261 0.9615 1.9894 0.39 -0.19 0.38 0.161
```
Forces are in eV/Å.

***

Density functional theory data (ωB97M-V/def2-TZVPD) for a gas-phase ion, C6H9N5 (charge +2).

Summary:
- Gap between HOMO and LUMO: 8.8 eV
- Structure (SMILES): C[NH2+]c1cnc[n+]#c[nH]cn1
- Charge: +2

```
20
Properties=species:S:1:pos:R:3:forces:R:3:lowdin_charge:R:1
C -2.0999 0.9007 -0.0953 -0.17 -1.29 4.61 0.072
N -0.8940 0.1796 0.5606 -1.05 -2.49 0.77 0.054
C 0.4093 -0.1548 -0.2688 -1.55 0.97 2.26 -0.200
C 0.9551 1.1221 -0.4686 -1.42 1.78 -1.00 -0.040
N 2.0824 1.7246 -0.6928 1.00 -0.56 0.06 0.165
C 3.2297 1.3648 -0.1833 -0.73 0.46 -1.73 -0.023
N 3.2117 0.2187 0.5336 1.19 0.43 0.42 0.247
C 2.3894 -0.6582 0.5031 -0.16 0.03 0.01 -0.069
N 2.2542 -1.9139 0.2438 -2.41 -2.35 -1.12 0.186
C 1.0084 -2.3456 -0.4610 1.61 0.92 0.29 0.049
N 0.1838 -1.4007 -0.6785 0.70 -2.21 -1.22 0.130
H -2.3635 0.4564 -0.9573 -0.56 -2.00 -2.97 0.073
H -2.8937 0.7068 0.6734 0.46 0.49 -0.87 0.143
H -2.0069 1.9128 -0.2541 0.82 2.31 0.03 0.078
H -1.3415 -0.7603 0.9663 1.34 2.04 -1.52 0.240
H -0.5495 0.5848 1.4332 -0.39 0.79 -0.11 0.174
H 0.1504 1.8818 -0.3407 0.62 -0.39 0.21 0.160
H 4.1003 1.9350 -0.5209 0.13 -0.36 1.05 0.173
H 2.9536 -2.6181 0.4448 0.43 0.07 0.06 0.195
H 0.9236 -3.4045 -0.8514 0.14 1.33 0.77 0.192
```
Forces are in eV/Å.

***

Density functional theory data (ωB97M-V/def2-TZVPD) for a molecular structure, C6H9NNiS.

Summary:
- Multiplicity: 3
- Gap between HOMO and LUMO (alpha / beta): 4.2 / 7.7 eV

```
18
Properties=species:S:1:pos:R:3:forces:R:3:lowdin_charge:R:1
Ni 1.0183 0.2696 -0.8718 2.04 2.65 -1.83 0.297
C 2.2659 3.8214 0.8013 -0.07 -1.24 -0.87 -0.055
H 1.5491 2.9819 0.9173 0.44 0.35 -0.12 0.005
H 2.1442 4.2415 -0.2091 0.08 -0.08 0.42 0.021
H 3.2940 3.4331 0.9191 -0.54 0.32 0.05 0.026
H 2.0082 4.5425 1.5427 0.07 0.62 0.50 0.000
H 2.2731 -0.2367 -0.1146 -0.22 -0.80 0.53 -0.060
S 1.8538 -1.7046 -0.5579 1.05 -0.41 -0.28 0.771
C 0.1094 -1.7880 -0.4400 -2.50 -0.51 0.14 -0.713
C -0.7599 -2.8679 -0.5920 1.07 0.58 0.00 -0.103
C -2.1286 -2.6586 -0.3435 0.19 -1.07 -0.44 -0.127
C -2.6146 -1.3989 0.0167 0.39 2.09 0.33 -0.110
C -1.7464 -0.3029 0.0071 -0.97 -1.61 0.25 -0.150
N -0.4378 -0.5039 -0.3081 -1.15 -0.56 1.30 -0.199
H -0.3294 -3.8165 -0.9255 -0.43 0.10 0.41 0.105
H -2.8149 -3.4962 -0.4245 0.14 0.10 -0.01 0.090
H -3.6572 -1.2328 0.3104 0.45 -0.19 -0.21 0.098
H -2.0273 0.7171 0.2726 -0.06 -0.35 -0.16 0.103
```
Forces are in eV/Å.

***

E_tot for every record listed, in sequence, given in eV: -12885.26014 -12884.12056 -23713.82637 -16423.13885 -23154.67785 -13795.65557 -59731.84201.
ΔE to the lowest compared entry with this formula, charge and spin for every record listed, in sequence, given in kcal per mole: 15.8 42.1 150.5 1.5 59.0 49.9 17.0.